[1]
Entry from the Open Molecules 2025 dataset: the molecule C14H21NO (wB97M-V/def2-TZVPD).

## Properties
Gap between HOMO and LUMO, eV: 9.2
SMILES string: CC(C)(C)C(=O)NCCCc1ccccc1
HOMO level, eV: -8.79

```
37
Properties=species:S:1:pos:R:3:nbo_charge:R:1
C 3.214 -0.773 1.940 -0.59
C 2.963 0.956 1.564 -0.06
C 4.438 1.345 1.187 -0.59
C 2.392 1.623 2.614 -0.66
C 2.164 0.727 0.161 0.70
O 2.503 1.330 -0.876 -0.61
N 0.956 0.234 0.542 -0.66
C -0.062 0.150 -0.521 -0.22
C -0.373 -1.249 -1.145 -0.37
C -1.178 -1.543 -2.123 -0.38
C -2.643 -1.006 -1.784 -0.15
C -3.085 0.161 -2.045 -0.19
C -4.366 0.942 -1.889 -0.20
C -5.268 -0.054 -0.900 -0.17
C -4.810 -1.235 -0.310 -0.25
C -3.465 -1.748 -1.060 -0.12
H 3.824 -0.739 2.705 0.19
H 2.210 -1.159 2.133 0.18
H 3.578 -1.266 1.113 0.20
H 4.901 0.680 0.461 0.22
H 4.312 2.493 0.677 0.20
H 5.148 1.440 1.886 0.20
H 2.385 2.554 2.090 0.23
H 3.261 1.747 3.345 0.23
H 1.414 1.342 3.063 0.22
H 0.561 -0.065 1.493 0.43
H -0.985 0.556 -0.466 0.21
H 0.279 0.913 -1.535 0.20
H 0.691 -1.812 -1.300 0.20
H -0.633 -1.717 -0.132 0.18
H -1.415 -2.377 -2.319 0.21
H -0.982 -0.787 -2.917 0.21
H -2.580 0.925 -2.751 0.20
H -4.764 1.869 -1.970 0.22
H -6.141 0.311 -0.637 0.17
H -5.380 -1.987 0.206 0.22
H -3.065 -2.780 -0.504 0.19
```

***

[2]
Entry from the Open Molecules 2025 dataset: a structure of composition C4H9NO2 (wB97M-V/def2-TZVPD).

## Properties
Gap between HOMO and LUMO (spin up / spin down), eV: 8.0 / 8.0
HOMO level (spin up / spin down), eV: -7.92 / -7.92

```
16
Properties=species:S:1:pos:R:3:nbo_charge:R:1
C -0.377 -0.616 -0.567 -0.11
C 0.245 0.692 -0.572 0.09
C -1.008 -1.177 0.676 -0.65
C 1.010 1.202 0.616 -0.68
O -1.339 1.407 -0.516 -0.81
N 1.222 -1.573 -0.941 0.16
O 2.066 -1.525 -0.105 -0.27
H -1.672 1.428 -1.427 0.46
H -0.899 -0.873 -1.487 0.21
H 0.639 1.011 -1.535 0.21
H -1.103 -0.446 1.481 0.23
H -0.412 -2.005 1.078 0.22
H -2.018 -1.536 0.465 0.23
H 1.939 1.683 0.305 0.23
H 0.404 1.901 1.196 0.26
H 1.301 0.427 1.333 0.23
```

***

[3]
Entry from the Open Molecules 2025 dataset: a cluster of 2 separate species, C4H8N2O2 in total (wB97M-V/def2-TZVPD).

## Properties
Gap between HOMO and LUMO, eV: 3.2
HOMO level, eV: -7.99

```
16
Properties=species:S:1:pos:R:3:nbo_charge:R:1
O -3.550 0.172 -0.047 -0.52
C -2.409 -0.448 -0.094 0.58
N -1.969 -1.616 0.462 -0.58
C 2.305 0.227 0.179 0.60
N 3.568 -0.355 -0.119 -0.85
O 1.488 0.199 -0.840 -0.46
C -1.177 0.334 -0.581 -0.49
C -0.524 0.975 0.614 -0.60
H -2.836 -2.261 0.585 0.34
H 4.375 -0.422 0.523 0.42
H 3.643 -0.737 -1.097 0.42
H -1.480 1.029 -1.392 0.23
H -0.505 -0.475 -0.921 0.26
H -1.110 1.783 1.026 0.21
H 0.458 1.398 0.367 0.21
H -0.278 0.198 1.336 0.22
```